No. 1
85
Properties=species:S:1:pos:R:3:forces:R:3 method="wB97M-V/def2-TZVPD" multiplicity=1 orbital_gap_ev=4.783 lumo_energy_ev=2.3 largest_force_ev_per_a=2.58 e_homo_ev=-2.482 total_charge=-1 energy_ha=-3761.47394
O 3.344 2.743 -4.001 1.43 0.72 -1.58
C 4.263 2.076 -4.930 -0.23 -0.70 0.40
C 5.150 3.298 -5.146 -1.06 0.47 0.67
H 3.746 1.717 -5.825 -0.03 0.01 0.11
H 4.763 1.241 -4.437 -0.14 -0.10 0.00
C 4.086 3.977 -4.244 0.46 0.62 -0.05
H 5.138 3.730 -6.147 0.35 -0.22 0.01
H 6.125 3.310 -4.668 0.16 -0.31 -0.28
C 3.238 4.936 -5.048 -0.27 -0.01 0.29
H 2.843 4.394 -5.913 0.04 0.24 -0.01
H 3.831 5.806 -5.369 -0.26 -0.20 0.07
H 2.394 5.246 -4.425 0.02 0.19 -0.19
C 4.641 4.613 -2.979 -0.22 0.20 0.20
H 5.228 3.930 -2.359 -0.08 -0.09 -0.25
H 3.818 4.980 -2.357 0.07 0.00 -0.02
H 5.286 5.469 -3.233 -0.20 -0.19 -0.04
Zn -1.017 0.145 -1.391 0.25 -0.01 1.40
C 0.796 -0.013 2.217 0.72 0.08 -0.14
C 1.252 -1.003 1.317 0.61 -0.20 0.13
C 2.644 -0.798 1.091 -0.64 0.39 0.52
H 0.645 -1.773 0.833 0.32 0.32 0.39
C 3.036 0.365 1.812 -0.39 -0.32 0.03
C 1.895 0.854 2.509 -0.17 -0.57 -0.28
H 1.857 1.743 3.139 0.05 -0.20 -0.08
H -0.215 0.038 2.614 0.18 0.17 -0.11
H 3.281 -1.458 0.509 -0.11 0.07 0.08
H 4.045 0.783 1.846 -0.25 -0.04 0.02
C -2.419 1.740 0.309 0.40 0.43 -1.03
C -1.208 2.105 0.926 -0.23 0.59 -0.44
C -0.289 2.489 -0.070 -0.36 -0.28 0.02
H -1.025 2.118 2.003 -0.02 0.02 -0.58
C -0.869 2.261 -1.359 -0.08 0.25 0.02
C -2.259 1.829 -1.119 -0.23 0.48 0.92
H -3.061 1.772 -1.850 0.23 0.03 0.04
H -3.323 1.505 0.852 0.02 -0.16 -0.20
H 0.646 2.991 0.151 0.15 -0.63 -0.26
H -0.423 2.531 -2.331 -0.38 0.07 0.63
O 2.331 0.954 -2.413 0.20 -2.02 0.30
C 3.469 1.283 -1.612 0.46 0.29 0.37
C 4.396 0.035 -1.549 0.14 0.62 -0.03
H 3.217 1.577 -0.573 -0.35 -0.29 -0.52
H 3.924 2.152 -2.111 -0.03 -0.54 0.35
C 3.737 -1.025 -2.448 -0.01 0.89 -0.60
H 4.404 -0.301 -0.505 0.30 0.09 -0.44
H 5.412 0.306 -1.892 -0.31 -0.27 0.24
C 2.268 -0.512 -2.468 -0.51 -0.01 0.64
H 3.927 -2.035 -2.062 -0.54 0.20 -0.04
H 4.173 -0.985 -3.473 -0.33 0.00 0.52
H 1.726 -0.920 -1.566 0.48 0.49 -0.63
H 1.678 -0.775 -3.366 0.44 0.13 0.26
N -1.188 -1.432 -0.504 -1.30 -0.59 -0.07
P -2.354 -2.125 0.273 2.26 0.59 -1.10
C -2.657 -1.714 2.044 -0.07 0.33 0.48
C -1.853 -2.303 3.044 -0.12 0.04 -0.16
C -2.036 -1.995 4.391 -0.09 0.18 -0.17
C -2.959 -1.018 4.765 -0.11 -0.09 -0.34
C -3.749 -0.410 3.784 0.14 0.01 0.00
C -3.615 -0.764 2.438 0.27 -0.24 0.21
C -3.995 -2.194 -0.513 -0.73 0.10 -0.44
C -4.752 -1.021 -0.690 -0.45 -0.31 -0.09
C -6.030 -1.072 -1.267 0.12 -0.17 0.07
C -6.558 -2.291 -1.710 0.06 -0.20 0.21
C -5.781 -3.453 -1.606 0.14 0.34 -0.04
C -4.498 -3.391 -1.051 -0.24 0.16 0.12
C -1.861 -3.848 0.414 -0.31 -0.45 0.20
C -2.669 -4.645 1.224 0.49 -0.49 -0.15
C -2.355 -5.985 1.417 -0.08 0.14 -0.16
C -1.231 -6.528 0.778 -0.17 0.13 0.12
C -0.410 -5.718 -0.021 -0.36 0.00 0.08
C -0.729 -4.363 -0.225 -0.27 -0.55 0.37
H -1.070 -3.018 2.781 -0.28 0.26 -0.02
H -1.451 -2.515 5.149 -0.01 0.24 -0.23
H -3.056 -0.730 5.812 -0.05 -0.09 -0.27
H -4.468 0.358 4.071 0.14 -0.19 -0.09
H -4.250 -0.289 1.691 0.14 -0.17 0.34
H -4.354 -0.061 -0.366 -0.04 -0.20 -0.09
H -6.636 -0.161 -1.336 0.32 -0.33 -0.04
H -7.583 -2.355 -2.105 0.58 0.12 0.15
H -6.169 -4.417 -1.948 0.12 0.37 0.03
H -3.881 -4.288 -1.021 -0.26 0.18 0.08
H -3.534 -4.187 1.699 0.10 -0.24 0.02
H -3.016 -6.567 2.060 0.34 -0.14 -0.21
H -1.023 -7.595 0.913 0.12 0.45 -0.08
H 0.472 -6.153 -0.494 -0.25 0.16 0.10
H -0.120 -3.722 -0.862 -0.19 -0.03 0.28

***

No. 2
102
Properties=species:S:1:pos:R:3:forces:R:3 method="wB97M-V/def2-TZVPD" multiplicity=6 e_above_lowest_kcal_mol=5.0 orbital_gap_ev="4.004 / 5.269" lumo_energy_ev="1.9 / 0.8" largest_force_ev_per_a=2.07 s_squared=8.831 e_homo_ev="-2.072 / -4.466" total_charge=-1 energy_ha=-6590.27452
Ir 0.135 -0.081 0.223 0.47 0.39 -0.64
C -1.596 -0.686 5.414 0.04 -0.05 0.07
C -2.035 0.576 4.676 -0.03 0.04 -0.11
C -0.847 1.416 4.215 0.11 -0.02 0.04
C -2.885 1.415 5.632 -0.04 0.00 -0.10
N -2.855 0.190 3.482 -0.15 0.18 0.20
C -4.176 0.563 3.258 0.21 -0.07 0.08
C -4.557 -0.001 2.098 0.12 -0.07 -0.03
N -3.485 -0.716 1.601 -0.25 0.00 -0.20
B -3.637 -1.440 0.238 0.03 0.04 0.16
N -2.712 -2.667 0.067 0.15 -0.03 -0.06
C -3.021 -3.860 0.689 0.00 0.21 -0.08
C -2.071 -4.757 0.369 0.21 0.07 -0.15
N -1.158 -4.114 -0.458 -0.08 0.00 -0.02
C -1.559 -2.823 -0.626 -0.33 -0.46 0.37
S -0.760 -1.645 -1.586 0.55 0.88 0.83
C 0.023 -4.776 -1.113 0.04 0.06 0.07
C 1.317 -4.062 -0.713 -0.02 -0.02 0.01
C -0.170 -4.770 -2.629 0.03 -0.04 -0.04
C 0.100 -6.224 -0.634 -0.01 -0.03 0.04
N -3.554 -0.446 -0.947 -0.01 -0.09 -0.15
C -4.270 -0.721 -2.094 0.11 0.08 0.15
C -4.063 0.284 -2.962 0.04 0.18 0.05
N -3.210 1.191 -2.348 0.01 0.02 -0.21
C -2.877 0.706 -1.124 -0.12 -0.09 -0.01
S -1.783 1.437 0.013 0.23 -0.32 0.04
C -2.861 2.537 -2.924 -0.01 -0.11 0.01
C -3.492 3.605 -2.034 0.00 0.08 0.03
C -3.446 2.653 -4.330 0.01 -0.07 -0.01
C -1.350 2.714 -3.015 0.06 0.10 0.09
C -2.442 -0.575 2.439 0.21 -0.19 -0.02
S -0.882 -1.261 2.221 -0.06 -0.28 0.17
H -1.004 -0.397 6.287 -0.05 -0.01 -0.05
H -0.984 -1.324 4.779 -0.03 0.04 0.04
H -2.467 -1.252 5.757 0.03 0.02 -0.01
H -0.305 1.773 5.096 -0.05 -0.03 -0.08
H -1.189 2.287 3.650 0.00 -0.02 0.03
H -0.152 0.864 3.579 -0.15 0.10 0.13
H -2.262 1.664 6.492 -0.02 -0.01 -0.04
H -3.758 0.870 6.000 0.02 0.01 -0.04
H -3.206 2.354 5.177 0.00 -0.03 0.00
H -4.730 1.186 3.931 0.02 0.02 0.06
H -5.498 0.040 1.575 0.08 -0.01 0.05
H -4.771 -1.870 0.230 0.03 0.00 -0.04
H -3.898 -3.964 1.308 0.09 0.03 -0.06
H -1.972 -5.784 0.661 0.01 0.04 -0.03
H 1.402 -3.086 -1.186 0.00 -0.08 0.03
H 2.172 -4.671 -1.021 -0.07 0.06 0.00
H 1.359 -3.928 0.371 0.00 -0.01 -0.04
H -0.227 -3.756 -3.019 0.02 -0.04 0.00
H -1.076 -5.319 -2.902 0.03 0.03 0.01
H 0.689 -5.262 -3.095 -0.07 0.04 0.03
H 0.240 -6.288 0.448 0.00 0.01 -0.04
H 0.967 -6.683 -1.109 -0.04 0.02 0.02
H -0.781 -6.802 -0.921 0.02 0.03 0.02
H -4.862 -1.617 -2.187 0.05 0.08 0.02
H -4.448 0.424 -3.954 0.03 0.03 0.03
H -4.578 3.488 -1.999 0.03 0.00 0.00
H -3.262 4.592 -2.444 -0.02 -0.06 0.04
H -3.094 3.555 -1.020 -0.02 0.01 -0.05
H -4.536 2.593 -4.339 0.01 -0.02 0.01
H -3.029 1.899 -5.003 -0.03 0.03 0.04
H -3.165 3.632 -4.718 -0.02 -0.04 0.01
H -0.909 2.804 -2.026 -0.05 0.00 -0.16
H -1.140 3.632 -3.573 -0.02 -0.07 0.04
H -0.867 1.883 -3.533 -0.04 0.00 0.02
Cl 2.970 6.857 -0.123 -0.01 -0.03 0.01
C 2.439 5.258 0.338 -0.01 -0.02 0.05
C 2.150 4.319 -0.634 0.00 -0.03 0.03
C 1.725 3.061 -0.248 -0.09 -0.11 0.01
Cl 1.464 1.886 -1.504 0.19 -0.04 0.01
C 1.517 2.663 1.099 0.05 0.00 -0.35
O 1.076 1.511 1.473 -0.45 -0.58 -0.08
C 1.890 3.664 2.032 0.00 -0.01 0.08
Cl 1.829 3.271 3.728 0.00 0.03 -0.07
C 2.328 4.926 1.677 -0.01 -0.03 -0.05
H 2.262 4.550 -1.685 -0.01 -0.01 0.02
H 2.584 5.641 2.446 0.00 -0.01 0.01
N 1.776 -1.019 0.421 -0.67 0.13 0.04
C 3.069 -1.334 0.367 -0.30 0.24 -0.16
C 3.652 -2.126 1.389 0.11 -0.01 -0.03
C 4.986 -2.470 1.311 -0.11 0.05 -0.04
C 5.762 -2.044 0.231 0.04 -0.02 0.03
C 5.203 -1.258 -0.775 -0.10 0.01 -0.06
C 3.869 -0.900 -0.722 0.16 -0.10 0.02
H 3.030 -2.442 2.219 0.01 0.02 -0.04
H 5.430 -3.079 2.091 -0.01 0.03 -0.04
H 6.804 -2.334 0.164 -0.05 0.01 0.01
H 5.809 -0.951 -1.620 -0.04 -0.03 0.01
H 3.411 -0.309 -1.507 0.01 -0.04 0.07
C 4.563 2.943 -3.317 0.16 0.10 0.03
S 3.367 2.257 -4.485 -0.04 -0.21 0.07
C 3.718 0.546 -4.343 1.13 0.94 -0.16
C 2.737 -0.411 -4.244 -1.35 -1.57 0.08
S 1.047 -0.246 -4.117 0.87 0.28 -0.15
S 3.369 -2.048 -4.272 -0.89 -0.21 0.02
C 5.057 -1.699 -4.388 -0.10 -0.29 0.22
S 6.271 -2.845 -4.419 0.32 -0.16 0.01
S 5.361 -0.002 -4.497 0.01 1.18 -0.05
H 4.432 4.026 -3.348 -0.03 -0.05 0.02
H 5.591 2.714 -3.596 -0.04 -0.02 -0.03
H 4.368 2.584 -2.306 -0.05 0.00 -0.05